Entry 1:
The following is a quantum chemistry calculation of 4 unconnected molecules or ions with the total composition C12H18FO9, from the OMol25 dataset.

Calculated values
total charge: -1
relative energy (zero: lowest compared OMol25 entry of this formula, charge and spin): 75.8 kcal per mole
gap between HOMO and LUMO: 8.642 eV
largest force on an atom: 9.986 eV/A

Each line ends with the Mulliken charge.
Element x y z (Å)
O  14.844  12.858  1.098  -0.592
O  17.225  13.264  1.284  -0.405
O  21.831  7.168  0.706  -0.328
C  21.081  6.737  1.539  0.680
C  22.396  16.068  3.296  0.654
H  24.191  14.532  1.336  0.499
C  23.921  14.617  2.299  0.341
H  22.772  8.589  3.576  0.352
H  25.567  14.671  3.577  0.525
C  18.300  12.426  1.592  0.755
H  18.526  10.912  0.307  0.217
C  21.304  8.959  2.037  1.453
C  22.240  9.387  3.102  -1.636
H  18.175  10.408  2.065  0.334
O  16.466  11.203  1.013  -0.341
H  18.055  12.087  3.639  0.555
H  21.269  9.000  -0.207  0.264
O  20.736  7.713  2.358  -0.384
H  18.641  13.803  3.658  0.231
H  20.493  9.779  1.721  -0.503
O  21.866  14.942  3.206  -0.196
H  22.529  13.105  3.025  0.122
C  22.494  14.051  2.551  -0.215
H  25.568  13.139  2.565  0.349
F  21.394  11.804  0.332  -0.859
H  19.616  12.292  3.259  0.301
C  17.882  11.088  1.256  -0.213
C  18.658  12.759  3.154  -1.436
O  23.727  15.968  2.646  -0.433
O  20.747  5.522  1.686  -0.701
O  21.931  17.061  3.883  -0.616
C  21.926  8.652  0.671  -0.657
H  22.824  10.077  2.552  0.332
H  22.786  9.132  0.618  0.490
C  25.085  13.913  3.137  -1.506
H  24.623  13.679  4.125  0.334
H  21.776  9.708  3.884  0.541
C  16.039  12.459  1.142  0.518
H  21.854  13.709  1.621  0.091
H  19.247  12.907  0.995  0.080


Entry 2:
The following is a quantum chemistry calculation of 2 unconnected molecules or ions with the total composition CHFINO2, from the OMol25 dataset.

Calculated values
relative energy (zero: lowest compared OMol25 entry of this formula, charge and spin): 62.5 kcal per mole
gap between HOMO and LUMO (alpha / beta): 7.615 / 9.432 eV
largest force on an atom: 3.625 eV/A

Each line ends with the Mulliken charge.
Element x y z (Å)
O  0.267  1.160  -0.411  -0.418
I  -2.274  -1.031  0.422  0.069
N  0.757  2.131  -0.010  0.845
F  -0.139  -1.445  -1.401  -0.178
C  -0.270  -1.283  -0.077  -0.207
H  0.312  -2.042  0.581  0.331
O  1.347  2.510  0.898  -0.442


Entry 3:
The following is a quantum chemistry calculation of 2 unconnected molecules or ions with the total composition C17H24N2O7, from the OMol25 dataset.

Calculated values
relative energy (zero: lowest compared OMol25 entry of this formula, charge and spin): 19.6 kcal per mole
gap between HOMO and LUMO: 9.437 eV
largest force on an atom: 2.500 eV/A
structure (SMILES): CC(=O)[C@@](C)(O)c1ccc(C(=O)O)cc1.CNC(=O)[C@H](CO)NC(C)=O

Each line ends with the Mulliken charge.
Element x y z (Å)
H  -3.880  0.648  -0.911  0.446
C  -2.347  -2.830  1.808  1.754
C  1.148  -0.226  -2.715  -0.808
H  3.891  1.313  -0.070  0.438
H  5.008  2.750  -3.944  0.342
C  -2.205  1.277  0.312  0.332
H  -1.055  -2.703  3.571  0.384
N  1.699  -0.775  -1.476  -0.074
H  -4.873  -2.367  4.322  0.359
H  -3.923  -1.654  -0.050  0.492
C  2.449  -0.175  -0.541  0.294
H  -3.129  -2.212  4.609  0.323
H  -0.553  1.537  1.688  0.479
H  3.090  3.721  0.445  0.385
H  -1.232  -4.334  2.908  0.377
H  1.785  1.989  0.946  0.415
C  -1.293  0.847  1.292  -0.827
C  4.611  1.752  -4.120  -1.196
H  1.022  2.124  -0.649  0.043
O  -2.319  -3.671  0.641  -0.552
C  -1.135  -3.276  2.643  -1.885
H  0.820  0.804  -2.569  0.251
C  1.961  2.230  -0.104  -0.542
O  -3.002  3.027  -1.008  -0.606
H  2.956  2.553  -2.378  0.301
H  -3.964  -1.054  3.548  0.292
H  -0.206  -3.150  2.077  0.384
C  -3.642  -3.000  2.658  0.325
H  1.476  -1.734  -1.261  0.255
C  -3.178  -0.959  0.332  -0.463
C  -3.918  -2.100  3.861  -1.181
C  -3.153  0.350  -0.158  -0.831
H  5.359  1.151  -4.636  0.326
O  2.408  3.569  -0.216  -0.570
C  -2.158  2.660  -0.206  0.440
N  3.364  1.693  -2.047  -0.128
C  4.294  1.102  -2.794  0.644
H  0.287  -0.821  -3.029  0.362
H  1.903  -0.263  -3.503  0.229
H  3.708  1.808  -4.723  0.327
C  2.995  1.261  -0.688  0.074
H  -0.582  -0.733  2.530  0.397
C  -1.317  -0.463  1.778  -0.200
O  4.877  0.082  -2.457  -0.633
H  -1.302  4.307  -0.239  0.332
O  -1.159  3.465  0.221  -0.400
C  -2.261  -1.393  1.304  -0.030
H  -1.534  -3.477  0.103  0.413
O  2.685  -0.784  0.496  -0.726
O  -4.476  -3.862  2.396  -0.560


Entry 4:
The following is a quantum chemistry calculation of 2 unconnected molecules or ions with the total composition C5H4FN, from the OMol25 dataset.

Calculated values
relative energy (zero: lowest compared OMol25 entry of this formula, charge and spin): 143.5 kcal per mole
gap between HOMO and LUMO: 8.945 eV
largest force on an atom: 5.276 eV/A
structure (SMILES): C=C=C=N.C#CF

Each line ends with the Mulliken charge.
Element x y z (Å)
C  1.422  1.579  -0.948  0.067
H  -0.788  1.970  0.488  0.321
C  0.058  -2.078  -0.219  -0.785
C  -0.734  0.148  0.664  0.520
C  -0.475  -1.053  0.358  0.034
C  0.974  1.760  -2.076  -0.254
N  -0.995  1.281  1.162  -0.617
F  2.105  1.332  0.079  -0.198
H  0.037  -3.131  0.156  0.225
H  0.342  -2.061  -1.163  0.325
H  0.269  1.867  -2.791  0.362


- Which value of relative energy (zero: lowest compared OMol25 entry of this formula, charge and spin) does entry 2 give?
  62.5 kcal per mole


- Number 1 is which compound?
  C12H18FO9